1.
A molecular structure, C25H20BrCl5F5N2O4TeV. Source: the Open Molecules 2025 dataset; level of theory: wB97M-V/def2-TZVPD.

The geometry in XYZ format:
```
64
Properties=species:S:1:pos:R:3:mulliken_charge:R:1
V -1.412 0.503 -0.600 0.006
O 1.626 -1.334 -2.862 -0.668
C 1.274 -2.618 -2.684 0.007
C 1.993 -3.591 -3.380 -0.595
C 1.670 -4.932 -3.254 -0.338
C 0.620 -5.335 -2.437 -0.857
C -0.093 -4.372 -1.731 -0.396
C 0.235 -3.032 -1.832 -0.297
C -0.496 -1.951 -1.076 0.425
O -1.635 -2.427 -0.458 -0.454
N 0.499 -1.408 -0.108 -0.043
N 0.084 -0.408 0.714 0.900
C 0.756 -0.210 1.767 -1.401
C 0.523 0.822 2.827 0.489
Br -1.249 1.201 3.356 -0.087
C 1.519 1.351 3.531 -0.970
C 2.964 1.223 3.258 0.723
C 3.480 1.068 1.969 -0.058
C 4.850 0.956 1.769 -0.912
C 5.723 1.015 2.845 -0.373
C 5.225 1.202 4.128 -0.489
C 3.858 1.313 4.329 -0.565
H 0.972 -0.692 -2.504 0.423
H 2.790 -3.260 -4.036 0.421
H 2.235 -5.668 -3.816 0.342
H 0.352 -6.382 -2.357 0.389
H -0.927 -4.640 -1.094 0.460
H -0.731 -1.216 -1.859 0.338
H 0.904 -2.164 0.440 0.495
H 1.642 -0.822 1.948 0.605
H 1.262 1.946 4.400 0.353
H 2.816 1.083 1.116 0.305
H 5.229 0.840 0.762 0.415
H 6.791 0.932 2.683 0.364
H 5.902 1.267 4.971 0.357
H 3.468 1.464 5.330 0.376
Cl 1.085 2.878 0.083 -0.168
C -0.512 3.404 0.495 1.350
C -1.551 2.493 0.365 -1.682
C -2.816 2.971 0.686 1.255
Cl -4.114 1.823 0.590 -0.199
C -3.063 4.266 1.118 -0.138
Cl -4.661 4.783 1.504 -0.247
C -1.987 5.145 1.251 0.516
Cl -2.251 6.758 1.805 -0.245
C -0.698 4.711 0.942 -0.167
Cl 0.637 5.793 1.126 -0.252
F 0.046 0.560 -1.736 -0.609
Te -1.605 1.462 -3.765 1.198
F -1.144 -0.618 -3.844 -0.678
F -0.629 2.942 -2.724 -0.614
F -2.793 2.997 -3.994 -0.528
F -3.149 0.721 -4.728 -0.542
O -2.400 0.993 -2.118 -0.345
C -3.841 -1.559 -2.053 -0.651
O -3.767 -1.531 -0.629 -0.511
C -2.511 -1.311 -0.026 2.092
C -2.786 -1.607 1.440 -2.041
H -3.880 -0.555 -2.468 0.135
H -4.751 -2.113 -2.291 0.314
H -2.987 -2.076 -2.494 0.169
H -3.183 -2.624 1.536 0.413
H -3.528 -0.906 1.830 0.262
H -1.881 -1.523 2.041 0.224
```

Calculated values
Relative energy (zero: lowest compared OMol25 entry of this formula, charge and spin) (kJ/mol): 89.7
⟨S²⟩: 2.022
Lowest unoccupied orbital energy (alpha / beta) (eV): 3.799 / 3.792
E (Eh): -7961.58715
Orbital gap (alpha / beta) (eV): 6.48 / 6.58
HOMO energy (alpha / beta) (eV): -2.68 / -2.78
Net charge: -2
2S+1: 3


2.
3 unconnected molecules or ions with the total composition H6O3. Source: the Open Molecules 2025 dataset; level of theory: wB97M-V/def2-TZVPD.

The geometry in XYZ format:
```
9
Properties=species:S:1:pos:R:3:mulliken_charge:R:1
H -0.122 0.229 -1.540 0.333
H 0.078 -1.175 -0.993 0.324
H 2.978 -0.509 2.266 0.317
H 2.449 -0.885 0.892 0.319
H -1.877 1.357 -0.888 0.298
H -3.250 0.769 -1.167 0.321
O -0.005 -0.256 -0.715 -0.644
O 2.790 -1.271 1.706 -0.640
O -2.817 1.553 -0.813 -0.629
```

Calculated values
Structure (SMILES): O.O.O
Relative energy (zero: lowest compared OMol25 entry of this formula, charge and spin) (kJ/mol): 57.1
Lowest unoccupied orbital energy (eV): 0.365
E (Eh): -229.30334
Orbital gap (eV): 11.85
HOMO energy (eV): -11.48
Net charge: 0


3.
2 unconnected molecules or ions with the total composition C5H13N4O. Source: the Open Molecules 2025 dataset; level of theory: wB97M-V/def2-TZVPD.

The geometry in XYZ format:
```
23
Properties=species:S:1:pos:R:3:mulliken_charge:R:1
N -0.498 -0.479 1.600 -0.661
C -0.761 -0.465 0.159 0.651
N -1.065 -1.844 -0.245 -0.837
N 0.485 -0.087 -0.561 -0.413
C -1.888 0.522 -0.176 -1.062
C -3.307 0.397 0.438 -0.937
O -3.549 -0.950 1.047 -0.222
H 0.275 -1.132 1.730 0.304
H -0.121 0.426 1.863 0.251
H -1.942 -1.821 -0.751 0.295
H -1.319 -2.337 0.605 0.346
H 0.422 0.892 -0.828 0.281
H 0.506 -0.605 -1.433 0.215
H -1.470 1.504 0.104 0.395
H -1.910 0.533 -1.288 0.290
H -4.001 0.439 -0.417 -0.066
H -3.908 -1.546 0.374 0.176
C 4.227 1.089 0.080 -0.746
C 3.606 1.091 -1.237 0.354
N 3.028 1.093 -2.227 -0.410
H 3.831 1.916 0.667 0.238
H 3.987 0.155 0.584 0.242
H 5.307 1.192 -0.007 0.317
```

Calculated values
Lowest unoccupied orbital energy (eV): 2.788
E (Eh): -492.48218
Orbital gap (eV): 3.61
HOMO energy (eV): -0.82
Net charge: -1


4.
A single C4H5NOS molecule. Source: the Open Molecules 2025 dataset; level of theory: wB97M-V/def2-TZVPD.

The geometry in XYZ format:
```
12
Properties=species:S:1:pos:R:3:mulliken_charge:R:1
C 1.028 -0.078 -0.003 0.154
C -0.170 -0.746 0.005 -0.559
C -1.450 -0.120 -0.002 0.132
C -1.604 1.396 0.002 -0.009
H 3.054 -0.155 0.009 0.210
H 2.289 -1.721 -0.003 0.212
H 1.037 0.982 0.001 0.436
H -0.164 -1.836 -0.001 0.279
H -2.678 1.733 0.001 0.323
N 2.231 -0.703 -0.004 -0.397
O -0.701 2.203 -0.003 -0.497
S -2.871 -0.954 -0.002 -0.284
```

Calculated values
Structure (SMILES): N/C=C/C(=S)C=O
Relative energy (zero: lowest compared OMol25 entry of this formula, charge and spin) (kJ/mol): 111.6
Lowest unoccupied orbital energy (eV): -0.911
E (Eh): -683.56540
Orbital gap (eV): 7.49
HOMO energy (eV): -8.40
Net charge: 0


5.
A single C25H34N6O5 molecule. Source: the Open Molecules 2025 dataset; level of theory: wB97M-V/def2-TZVPD.

The geometry in XYZ format:
```
70
Properties=species:S:1:pos:R:3:mulliken_charge:R:1
C -0.324 -5.334 3.143 -1.241
H 0.395 -5.887 2.543 0.303
H 0.185 -4.926 4.013 0.320
H -1.097 -6.017 3.484 0.409
C -0.958 -4.226 2.308 -0.419
H -1.632 -3.624 2.936 0.363
O -0.023 -3.382 1.671 -0.195
C 0.707 -2.528 2.531 -1.299
C 1.354 -1.444 1.676 -0.336
H 1.940 -1.934 0.895 0.018
H 2.034 -0.853 2.289 0.531
C 0.286 -0.539 1.036 -0.981
N 0.681 -0.067 -0.276 0.647
C 0.795 -0.866 -1.354 0.732
O 1.450 -0.560 -2.337 -0.719
C -0.009 -2.174 -1.332 -0.634
N -1.391 -1.861 -1.537 1.066
N -2.108 -2.341 -2.519 -0.824
N -3.283 -1.832 -2.427 -0.511
C -3.263 -1.012 -1.353 -0.048
N -2.063 -1.024 -0.775 -0.226
C -4.375 -0.231 -0.909 0.666
C -5.646 -0.124 -1.413 -0.614
C -6.310 0.807 -0.589 -0.556
C -5.406 1.204 0.358 0.471
O -4.232 0.576 0.168 -0.210
C -5.520 2.151 1.497 -1.080
H -4.598 2.719 1.598 0.107
H -5.685 1.610 2.429 0.257
H -6.352 2.830 1.336 0.367
H -7.323 1.142 -0.684 0.479
H -6.031 -0.648 -2.262 0.567
H 0.306 -2.789 -2.177 0.400
H 0.113 -2.719 -0.392 0.067
C 1.264 1.264 -0.362 0.816
C 0.329 2.309 0.158 -1.049
C -1.016 2.305 0.382 -0.116
C -1.339 3.615 0.820 -0.851
C -0.173 4.320 0.825 0.235
O 0.842 3.529 0.417 -0.422
C 0.133 5.730 1.186 -1.346
H -0.765 6.219 1.550 0.350
H 0.900 5.761 1.958 0.307
H 0.508 6.272 0.319 0.294
H -2.308 3.981 1.089 0.417
H -1.691 1.484 0.249 0.780
H 1.458 1.456 -1.426 0.918
C 2.620 1.240 0.382 -0.109
O 2.765 1.598 1.529 -0.711
N 3.587 0.708 -0.384 -0.131
H 3.355 0.379 -1.311 0.382
C 4.934 0.461 0.083 -0.085
H 4.969 0.851 1.102 0.588
C 5.967 1.138 -0.843 -0.925
H 6.594 1.838 -0.294 0.320
H 5.441 1.700 -1.615 0.295
C 6.795 0.007 -1.466 -0.618
C 5.904 -1.227 -1.344 -0.600
H 6.465 -2.157 -1.421 0.423
C 5.262 -1.040 0.027 -0.620
H 4.372 -1.651 0.169 0.137
H 5.979 -1.287 0.810 0.328
H 5.139 -1.221 -2.122 0.228
H 7.073 0.221 -2.496 0.366
H 7.710 -0.148 -0.892 0.282
H -0.662 -1.071 0.956 0.441
H 0.129 0.340 1.661 0.553
H 0.032 -2.075 3.271 0.458
H 1.482 -3.093 3.067 0.463
H -1.537 -4.662 1.490 0.325
```

Calculated values
Structure (SMILES): CCOCCCN(C(=O)Cn1nnc(-c2ccc(C)o2)n1)[C@H](C(=O)NC1CCCC1)c1ccc(C)o1
Relative energy (zero: lowest compared OMol25 entry of this formula, charge and spin) (kJ/mol): 20.1
Lowest unoccupied orbital energy (eV): 0.726
E (Eh): -1677.75105
Orbital gap (eV): 8.85
HOMO energy (eV): -8.12
Net charge: 0


| no. | largest force on an atom (eV Å⁻¹) |
| --- | --- |
| 1 | 2.18 |
| 2 | 0.28 |
| 3 | 0.34 |
| 4 | 1.44 |
| 5 | 1.36 |